C14H47N16O12Pd | ωB97M-V with the def2-TZVPD basis set

Computed properties:
Kohn-Sham gap (alpha / beta)	8.0 / 5.9	eV
relative energy (zero: lowest compared OMol25 entry of this formula, charge and spin)	122.3	kcal/mol
expectation value of S²	2.00
spin multiplicity	3
total energy	-67167.7773	eV
total charge	+1

CARTESIAN COORDINATES (ANGSTROEM)
N 16.408 13.294 -2.799
H 15.840 12.648 -3.327
H 17.271 13.636 -3.197
H 16.691 12.799 -1.965
H 15.926 14.134 -2.509
Pd 19.914 15.926 -3.183
C 18.402 15.106 -5.183
O 18.328 14.570 -4.072
O 19.008 16.172 -5.195
O 18.066 14.486 -6.206
C 11.605 14.181 -1.596
O 12.735 13.503 -1.104
C 13.575 14.304 -0.255
C 14.190 15.638 -0.946
N 14.882 15.234 -2.166
C 15.458 16.367 -2.849
C 14.393 17.083 -3.699
O 13.587 16.083 -4.331
C 14.111 15.703 -5.594
H 12.114 14.764 -2.364
H 11.154 14.900 -0.912
H 11.046 13.442 -2.170
H 14.338 13.665 0.190
H 12.899 14.557 0.562
H 14.985 16.085 -0.348
H 13.356 16.299 -1.183
H 14.198 14.854 -2.804
H 16.073 15.962 -3.653
H 16.079 16.939 -2.159
H 14.935 17.735 -4.384
H 13.776 17.736 -3.082
H 15.072 15.225 -5.405
H 14.151 16.504 -6.332
H 13.549 14.861 -5.999
C 21.674 13.346 -4.437
O 21.282 14.406 -4.000
N 22.759 12.799 -4.033
N 21.173 12.804 -5.525
H 23.219 13.267 -3.265
H 23.198 12.099 -4.614
H 21.415 11.841 -5.710
H 20.283 13.167 -5.835
C 15.717 13.944 -8.605
O 14.776 13.874 -9.374
N 16.882 14.445 -8.840
N 15.658 13.420 -7.398
H 17.041 14.929 -9.712
H 17.419 14.595 -7.998
H 14.813 12.913 -7.174
H 16.437 13.680 -6.811
C 20.943 15.486 -8.713
O 21.726 15.490 -9.716
N 20.989 16.270 -7.666
N 20.008 14.608 -8.537
H 20.179 16.125 -7.081
H 21.748 16.922 -7.522
H 19.526 14.531 -7.653
H 19.904 13.906 -9.256
C 18.020 18.582 -2.828
O 18.784 17.694 -2.440
N 17.595 18.630 -4.046
N 17.541 19.483 -2.059
H 17.963 17.921 -4.665
H 16.914 19.324 -4.317
H 16.849 20.197 -2.239
H 17.763 19.567 -1.077
C 18.245 10.793 -4.541
O 17.928 9.642 -4.331
N 18.833 11.627 -3.723
N 17.776 11.507 -5.513
H 18.855 12.599 -3.996
H 19.079 11.268 -2.812
H 17.238 10.997 -6.198
H 18.111 12.452 -5.634
C 18.401 18.740 -7.642
O 18.264 19.634 -8.431
N 19.248 18.767 -6.656
N 17.754 17.660 -7.658
H 19.896 19.542 -6.642
H 19.398 17.920 -6.128
H 17.867 17.000 -6.902
H 17.225 17.433 -8.489
C 22.502 17.425 -4.799
O 21.495 17.088 -4.254
N 22.651 18.638 -5.300
N 23.473 16.670 -5.038
H 22.028 19.429 -5.214
H 23.560 18.812 -5.702
H 23.539 15.697 -4.773
H 24.284 17.125 -5.432

Atomic forces in eV per Å
N 1.24 -2.27 0.75
H 0.13 0.03 -0.66
H 0.59 -0.10 -1.51
H -0.15 -0.26 0.44
H -1.80 1.31 1.05
Pd -0.57 0.59 -1.72
C -0.22 -2.45 -2.06
O -0.58 -2.09 4.83
O 2.04 4.69 -0.30
O -0.55 -0.26 -1.23
C 1.93 0.59 -1.79
O 1.59 -0.68 1.27
C -0.79 1.01 -0.35
C -0.59 -2.54 0.40
N -0.30 0.39 0.65
C -0.29 -0.36 -1.47
C 0.12 0.35 0.86
O -0.02 1.21 -0.03
C 0.27 -1.14 0.24
H -1.00 0.89 -0.62
H -0.56 -0.62 0.27
H -0.68 0.23 0.75
H 0.15 -0.06 -0.46
H 0.31 0.67 0.35
H -0.59 0.18 0.56
H 0.16 0.39 0.30
H -0.42 -0.17 -0.21
H 0.80 -0.12 0.26
H -0.21 0.30 -0.21
H -0.27 -0.08 -0.48
H -0.42 -0.20 -0.11
H 0.60 0.40 -0.43
H 0.10 0.09 0.16
H -0.54 0.36 0.09
C -0.86 0.59 -2.09
O -1.26 2.26 2.01
N 3.38 -1.53 1.98
N -1.47 -0.99 -1.47
H 0.31 -0.53 -0.17
H 0.30 0.13 0.58
H -0.46 0.15 -0.34
H 0.15 -0.25 -0.28
C -3.45 -1.16 -1.56
O -0.44 0.18 -0.83
N 3.40 2.04 -1.15
N -0.40 -1.09 2.54
H 0.13 0.00 0.35
H 0.68 0.46 -0.79
H 0.43 0.21 0.35
H -0.61 -0.75 0.83
C 4.42 0.18 -4.16
O -1.76 0.30 2.40
N 0.58 2.00 1.88
N -2.83 -3.41 -0.77
H 0.76 1.06 0.71
H -0.59 -0.01 0.01
H -0.18 -0.29 -0.43
H -0.22 0.09 0.27
C 0.65 -1.74 -0.87
O 1.49 -1.38 1.25
N -0.93 -0.28 -2.84
N -1.64 3.80 4.74
H -0.29 0.30 -0.31
H 0.37 -0.27 -0.45
H 0.15 -0.37 -1.02
H 0.57 -0.69 -0.18
C -1.86 -1.85 1.04
O 0.64 -1.02 0.28
N 2.72 0.96 3.62
N -1.79 1.06 -4.37
H 0.38 -0.07 0.84
H 0.29 0.43 -0.15
H 0.17 0.55 -0.34
H -0.61 -0.08 -0.81
C 1.15 3.45 -1.43
O -0.19 1.76 -1.54
N 3.13 1.03 3.47
N -4.16 -5.87 -0.60
H -0.14 -0.34 0.16
H 0.63 0.46 -0.03
H -0.21 -0.29 -0.63
H -0.11 -0.10 0.40
C -2.59 2.52 0.14
O -3.47 -0.50 2.33
N 1.05 2.73 -1.28
N 5.70 -3.73 -1.12
H -0.01 -0.58 0.32
H -0.44 0.64 -0.11
H -0.29 0.38 0.00
H 0.17 -0.85 0.02



C3H27N3O12 | ωB97M-V with the def2-TZVPD basis set

Computed properties:
Kohn-Sham gap	9.8	eV
relative energy (zero: lowest compared OMol25 entry of this formula, charge and spin)	0.0	kcal/mol
SMILES string	NC(=O)CNC(N)=O.O.O.O.O.O.O.O.O.O.O
total energy	-32592.2466	eV

CARTESIAN COORDINATES (ANGSTROEM)
N 1.741 2.137 -2.807
C 0.753 2.120 -1.876
O 0.922 2.802 -0.869
C -0.583 1.381 -2.072
N -0.539 0.166 -2.865
C -0.591 -1.082 -2.240
N -1.442 -1.236 -1.198
O 0.030 -2.027 -2.723
H 2.508 2.713 -2.501
H 1.935 1.499 -3.565
H -1.129 2.147 -2.652
H -1.084 1.321 -1.114
H 0.189 0.192 -3.554
H -1.752 -0.486 -0.613
H -1.491 -2.111 -0.709
O -0.816 -1.231 3.316
H -1.295 -0.946 4.100
H -0.198 -0.515 3.031
O -0.370 1.674 4.819
H -0.255 1.747 3.857
H 0.540 1.417 5.024
O 2.023 -0.447 -4.190
H 2.452 -0.526 -3.328
H 1.415 -1.205 -4.185
O 1.649 -0.237 -0.379
H 2.032 -0.987 -0.867
H 1.325 -0.621 0.450
O 0.803 0.441 2.038
H 0.446 1.310 1.731
H 1.731 0.661 2.178
O 0.072 -3.733 0.722
H -0.046 -3.427 1.625
H 0.448 -3.045 0.168
O -3.064 1.805 1.856
H -2.860 0.903 2.120
H -3.902 2.126 2.189
O 2.026 -2.832 -1.068
H 1.239 -2.949 -1.628
H 2.721 -3.343 -1.493
O -2.383 -1.334 1.233
H -2.988 -2.073 1.162
H -1.751 -1.393 1.989
O 0.043 3.031 1.990
H 0.397 3.271 1.112
H -0.901 2.921 1.789

Atomic forces in eV per Å
N -0.06 0.08 -0.07
C 0.45 -0.33 1.03
O -0.58 0.18 0.07
C 0.47 1.34 -1.33
N -0.29 -0.37 1.45
C -0.60 0.59 -0.07
N 0.38 0.25 -0.53
O 0.27 -0.54 -0.40
H 0.09 -0.04 -0.07
H -0.59 -0.12 0.07
H -0.23 -0.26 0.20
H 0.16 -0.31 0.05
H 0.18 -0.13 -0.26
H -0.11 0.23 -0.09
H 0.34 -0.24 -0.16
O 0.30 -0.07 -0.09
H 0.19 0.24 0.05
H -0.22 -0.27 0.33
O 0.65 -0.36 -0.63
H -0.47 0.36 0.12
H -0.19 0.03 0.56
O 0.13 -0.17 -0.02
H 0.03 -0.07 -0.04
H 0.02 -0.07 0.05
O 0.19 -0.13 -0.37
H -0.17 0.00 0.34
H 0.03 0.29 -0.26
O 0.06 0.44 0.15
H 0.06 -0.25 0.23
H 0.04 -0.21 0.03
O -0.56 -0.61 -0.08
H 0.13 0.41 -0.12
H 0.30 0.12 0.55
O 0.92 0.59 -0.55
H -0.63 -0.19 0.11
H -0.08 -0.48 0.30
O 0.32 -0.13 -0.25
H -0.02 0.22 -0.40
H -0.01 -0.13 0.13
O -0.20 0.74 -0.16
H 0.18 -0.17 0.47
H -0.54 -0.53 0.07
O -0.31 -0.07 -0.78
H 0.11 -0.03 0.11
H -0.16 0.14 0.27



C7H10O | ωB97M-V with the def2-TZVPD basis set

Computed properties:
Kohn-Sham gap	9.6	eV
relative energy (zero: lowest compared OMol25 entry of this formula, charge and spin)	41.9	kcal/mol
SMILES string	C=C(C)/C(C)=C\C=O
total energy	-9466.7439	eV

CARTESIAN COORDINATES (ANGSTROEM)
C -1.173 -0.345 1.449
C -0.304 0.269 0.688
C 0.038 1.705 1.016
C 0.461 -0.510 -0.364
C 1.656 -1.309 0.083
C 0.025 -0.517 -1.617
C -1.124 0.296 -2.114
O -1.884 0.879 -1.396
H -1.484 -1.359 1.315
H -1.525 0.142 2.370
H 1.075 1.876 0.845
H -0.579 2.383 0.448
H -0.138 1.829 2.145
H 2.318 -1.699 -0.715
H 1.166 -2.122 0.648
H 2.189 -0.723 0.826
H 0.642 -1.081 -2.353
H -1.359 0.286 -3.274

Atomic forces in eV per Å
C -0.46 -0.28 1.54
C 1.09 -0.13 0.02
C -0.34 -0.83 1.82
C -0.67 0.95 0.02
C -0.91 -0.13 0.40
C 0.75 -0.12 -1.63
C -0.24 -1.03 -1.65
O -0.34 0.68 0.22
H -0.08 -0.53 -0.21
H -0.20 -0.11 -0.63
H 0.85 0.46 -0.28
H -0.09 0.31 -0.16
H 0.12 0.14 -1.74
H -0.55 0.33 0.44
H 0.64 -0.09 -0.15
H 0.40 -0.03 -0.01
H -0.74 0.47 0.31
H 0.78 -0.07 1.70



C35H27AsFeN4S | ωB97M-V with the def2-TZVPD basis set

Computed properties:
Kohn-Sham gap (alpha / beta)	5.4 / 5.7	eV
relative energy (zero: lowest compared OMol25 entry of this formula, charge and spin)	0.0	kcal/mol
expectation value of S²	1.24
spin multiplicity	2
total energy	-148748.4300	eV
total charge	+1

CARTESIAN COORDINATES (ANGSTROEM)
Fe -1.346 -0.905 -0.114
C -3.691 3.334 -2.947
C -2.428 2.790 -3.126
C -1.854 2.003 -2.135
C -2.534 1.743 -0.957
C -3.797 2.286 -0.780
C -4.371 3.077 -1.767
N -1.952 0.901 0.059
C -2.006 1.301 1.340
C -2.212 2.642 1.792
C -2.215 2.914 3.120
C -2.028 1.906 4.123
C -1.821 0.627 3.744
C -1.794 0.333 2.354
N -1.632 -0.901 1.802
N -1.709 -1.963 2.478
C -1.654 -3.075 1.593
C -1.822 -4.338 2.115
C -1.854 -5.415 1.242
C -1.707 -5.193 -0.116
C -1.530 -3.896 -0.559
N -1.503 -2.852 0.280
H -4.139 3.950 -3.715
H -1.876 2.984 -4.038
H -0.852 1.621 -2.262
H -4.357 2.062 0.122
H -5.363 3.482 -1.611
H -2.328 3.435 1.065
H -2.351 3.942 3.437
H -2.041 2.173 5.171
H -1.667 -0.169 4.460
H -1.942 -4.448 3.183
H -2.001 -6.418 1.622
H -1.724 -6.004 -0.829
H -1.397 -3.670 -1.607
S -1.226 -1.092 -2.282
C 0.407 -1.018 -2.861
C 0.604 -1.109 -4.247
C 1.890 -1.123 -4.760
C 2.982 -1.060 -3.902
C 2.795 -0.960 -2.527
C 1.514 -0.916 -2.005
As 1.139 -0.733 -0.129
C 1.248 1.198 0.084
C 1.134 1.694 1.381
C 1.230 3.059 1.611
C 1.440 3.931 0.548
C 1.558 3.435 -0.742
C 1.465 2.066 -0.977
C 2.747 -1.227 0.792
C 3.844 -0.372 0.824
C 4.999 -0.778 1.479
C 5.054 -2.018 2.108
C 3.955 -2.862 2.082
C 2.799 -2.468 1.420
H -0.255 -1.180 -4.903
H 2.042 -1.196 -5.829
H 3.987 -1.089 -4.303
H 3.656 -0.910 -1.872
H 0.981 1.024 2.220
H 1.140 3.441 2.620
H 1.516 4.996 0.728
H 1.728 4.111 -1.570
H 1.571 1.690 -1.987
H 3.805 0.603 0.357
H 5.857 -0.119 1.504
H 5.957 -2.322 2.622
H 3.992 -3.825 2.576
H 1.942 -3.130 1.400

Atomic forces in eV per Å
Fe 0.45 0.29 -0.45
C 0.02 -0.05 0.06
C 0.10 -0.05 0.11
C 0.32 0.29 -0.18
C 0.33 -0.13 0.19
C -0.44 -0.08 0.04
C -0.03 -0.03 0.10
N -0.43 -0.77 -1.00
C 0.15 0.92 1.24
C 0.06 -0.42 -0.56
C 0.04 -0.13 0.82
C -0.12 0.83 -0.25
C 0.09 -0.57 -0.58
C -0.09 0.33 0.18
N -0.03 -0.20 0.26
N 0.16 -0.48 -0.71
C -0.01 0.24 0.81
C -0.03 -0.33 0.15
C -0.02 -0.08 0.18
C 0.02 0.04 0.04
C 0.04 0.06 -0.07
N -0.09 0.09 -0.16
H 0.00 -0.02 0.01
H 0.00 -0.01 0.04
H -0.07 -0.02 -0.05
H 0.03 0.05 -0.03
H 0.03 -0.01 0.00
H -0.02 -0.03 0.03
H 0.01 -0.05 0.03
H -0.02 0.06 -0.04
H 0.01 -0.02 -0.04
H -0.01 -0.03 -0.04
H 0.02 0.03 0.00
H 0.00 0.02 0.00
H -0.02 0.09 0.02
S -0.81 -0.09 0.01
C 0.64 -0.08 -0.15
C 0.07 0.09 0.31
C 0.01 0.00 0.17
C 0.16 0.03 0.09
C 0.19 0.06 -0.31
C -0.30 -0.38 -0.23
As -0.44 1.14 -0.46
C 0.10 -0.12 0.14
C 0.06 0.15 -0.02
C 0.00 0.02 -0.02
C -0.01 -0.05 0.02
C -0.02 -0.07 0.02
C 0.00 0.11 0.00
C -0.20 -0.52 0.24
C 0.08 -0.08 0.09
C -0.02 -0.02 0.00
C 0.00 0.06 -0.03
C -0.04 0.01 -0.03
C 0.14 -0.01 0.04
H 0.01 0.01 0.02
H 0.00 -0.01 0.02
H -0.03 0.01 0.01
H 0.00 -0.02 0.01
H 0.02 -0.02 0.00
H 0.01 -0.01 -0.02
H 0.00 -0.02 0.00
H -0.01 -0.02 0.01
H 0.01 -0.03 0.00
H -0.04 0.03 -0.03
H -0.01 -0.02 0.00
H -0.02 0.02 -0.01
H 0.01 0.02 -0.01
H -0.03 0.00 -0.01



C17H26N7PdS3 | ωB97M-V with the def2-TZVPD basis set

Computed properties:
Kohn-Sham gap (alpha / beta)	3.8 / 3.8	eV
relative energy (zero: lowest compared OMol25 entry of this formula, charge and spin)	43.1	kcal/mol
total energy	-64438.2865	eV
total charge	+3

CARTESIAN COORDINATES (ANGSTROEM)
Pd -0.711 0.572 -0.196
C 2.953 -0.167 -2.830
C 1.966 0.259 -1.820
N 0.744 -0.209 -1.776
N 0.366 -1.101 -2.662
C -0.890 -1.443 -2.784
N -1.258 -2.347 -3.673
S -2.131 -0.699 -1.798
C 2.257 1.316 -0.862
C 3.513 1.914 -0.720
C 3.642 3.017 0.110
C 2.518 3.520 0.750
C 1.314 2.838 0.606
N 1.197 1.765 -0.159
H 2.564 -1.001 -3.406
H 3.896 -0.455 -2.367
H 3.178 0.654 -3.511
H -0.577 -2.752 -4.302
H -2.230 -2.582 -3.824
H 4.366 1.530 -1.257
H 4.604 3.489 0.244
H 2.569 4.415 1.351
H 0.422 3.184 1.115
C -1.172 -1.933 1.870
C -0.749 -3.010 2.951
N 0.663 -2.917 3.084
C 1.077 -1.658 3.596
C 0.677 -0.571 2.516
N 0.020 -1.244 1.409
C 0.932 -2.192 0.797
C 1.340 -3.269 1.884
H -1.862 -1.223 2.329
H -1.663 -2.425 1.027
H -1.032 -4.010 2.623
H -1.234 -2.800 3.904
H 2.155 -1.653 3.760
H 0.577 -1.452 4.543
H 1.575 -0.063 2.156
H -0.001 0.159 2.965
H 1.824 -1.671 0.442
H 0.443 -2.686 -0.046
H 2.418 -3.258 2.042
H 1.038 -4.266 1.563
S -2.288 1.260 1.519
C -2.944 1.908 0.106
N -4.191 1.775 -0.290
C -4.512 2.256 -1.619
C -3.481 3.325 -1.965
S -1.997 2.920 -0.982
H -4.876 1.249 0.240
H -5.528 2.656 -1.648
H -4.458 1.411 -2.320
H -3.798 4.328 -1.664
H -3.224 3.336 -3.021

Atomic forces in eV per Å
Pd 2.05 -1.95 -2.60
C 0.16 -0.37 -0.27
C -1.01 -0.21 0.25
N -0.66 1.34 1.38
N -0.35 -1.56 -1.33
C 1.47 0.94 0.78
N -0.40 -0.34 -0.35
S -0.38 0.47 1.71
C 0.45 0.48 0.27
C -0.62 -0.39 -0.15
C -0.19 0.19 0.19
C 0.05 -0.16 -0.12
C 0.35 0.60 0.28
N -0.77 -0.18 0.87
H 0.10 0.04 0.00
H 0.05 -0.03 0.09
H -0.06 0.11 -0.02
H -0.01 0.14 0.06
H 0.16 0.02 0.09
H 0.02 -0.01 -0.10
H 0.05 0.05 -0.05
H -0.01 0.00 0.09
H 0.02 -0.06 0.05
C -0.73 0.81 -0.88
C 0.57 -0.73 0.76
N 0.17 -0.35 0.36
C 0.21 -1.06 0.63
C -0.24 1.24 -0.83
N -0.12 -0.18 0.18
C -0.21 0.89 -1.31
C 0.15 -0.67 1.07
H 0.12 -0.15 -0.09
H 0.09 0.08 0.11
H -0.05 0.12 -0.12
H -0.04 0.11 -0.12
H -0.05 0.13 -0.12
H -0.04 0.11 -0.12
H -0.12 -0.07 0.04
H 0.10 -0.13 -0.04
H -0.10 -0.05 0.08
H 0.03 0.06 0.11
H -0.05 0.11 -0.12
H -0.03 0.12 -0.13
S 0.81 -0.27 -0.30
C -1.30 0.98 -0.40
N 0.66 0.01 0.32
C -0.35 0.03 -0.82
C -0.08 0.06 -0.21
S -0.20 -0.28 0.46
H 0.13 -0.08 0.12
H 0.13 0.00 0.06
H -0.02 0.16 0.14
H 0.13 -0.12 0.04
H -0.04 -0.03 0.01